No. 1
{"formula": "C5H8O", "method": "wB97M-V/def2-TZVPD", "relative_energy_ev": 4.365, "energy_ev": -7357.8904, "homo_lumo_gap_ha": 0.3928, "charge": 0, "smiles": "C[C@]12CC[C@H]1O2", "symbols": ["O", "C", "C", "C", "C", "C", "H", "H", "H", "H", "H", "H", "H", "H"], "xyz": [[0.89649, -0.57930, -1.22165], [0.21134, -0.50101, 0.02963], [0.03982, -1.77656, 0.80700], [-0.39849, -0.00511, -1.23310], [-0.41102, 1.47981, -0.62911], [0.47944, 1.00300, 0.47073], [1.52886, 1.20498, 0.24101], [-1.14164, -0.52157, -1.85449], [0.21443, 1.82772, 1.18097], [-1.45157, 1.65182, -0.34669], [-0.72059, -1.63707, 1.57996], [-0.02708, 2.59085, -0.53879], [0.97392, -2.07204, 1.30116], [-0.26406, -2.60525, 0.15596]], "nbo_charge": [-0.487, 0.238, -0.634, 0.058, -0.439, -0.467, 0.212, 0.204, 0.230, 0.196, 0.221, 0.218, 0.224, 0.227]}

No. 2
{"formula": "C3H3Br2ClO", "method": "wB97M-V/def2-TZVPD", "relative_energy_ev": 2.853, "energy_ev": -157811.5974, "homo_lumo_gap_ha": [0.2964, 0.2836], "charge": 0, "symbols": ["Br", "Br", "Cl", "O", "C", "C", "C", "H", "H", "H"], "xyz": [[1.10617, 0.99678, -1.68991], [0.83260, 1.77680, 1.36768], [2.62213, -1.73843, -0.35358], [0.48757, -2.36244, 1.03244], [-1.30502, 0.57946, -0.15478], [1.12332, -1.61213, 0.38827], [0.16948, 0.72854, -0.06140], [-1.56024, -0.15424, -0.91526], [-1.77716, 1.53094, -0.42177], [-1.69885, 0.25473, 0.80831]], "nbo_charge": [0.097, 0.104, 0.049, -0.482, -0.727, 0.482, -0.235, 0.240, 0.229, 0.243]}

No. 3
{"formula": "H4INP2", "method": "wB97M-V/def2-TZVPD", "relative_energy_ev": 1.709, "energy_ev": -28230.1767, "homo_lumo_gap_ha": 0.3058, "charge": 0, "symbols": ["I", "P", "P", "N", "H", "H", "H", "H"], "xyz": [[-1.11817, 1.82210, 2.05181], [2.27547, -0.19224, -0.05111], [-2.47094, 0.37524, -0.27295], [-1.39167, 0.18833, 0.89124], [-2.57382, -0.81205, -0.98438], [2.01682, -1.56448, -0.40415], [2.39614, 0.32414, -1.39997], [0.86617, -0.14105, 0.16951]], "nbo_charge": [0.349, -0.011, 0.805, -1.054, -0.097, -0.002, -0.004, 0.014]}

No. 4
{"formula": "CH6N2", "method": "wB97M-V/def2-TZVPD", "relative_energy_ev": 1.695, "energy_ev": -4112.6390, "homo_lumo_gap_ha": 0.3746, "charge": 0, "smiles": "CNN", "symbols": ["N", "N", "C", "H", "H", "H", "H", "H", "H"], "xyz": [[0.22480, -0.59650, -0.01679], [-0.51236, -0.50955, -1.25420], [-0.13720, 0.33457, 1.05329], [-0.44387, 0.25729, -2.03057], [-0.79551, -1.40098, -1.69335], [1.23471, -0.48209, -0.25303], [-0.99714, 0.88547, 0.75051], [0.72426, 0.97760, 1.40065], [-0.45955, -0.25896, 1.92471]], "nbo_charge": [-0.457, -0.746, -0.426, 0.349, 0.366, 0.333, 0.205, 0.186, 0.188]}